(1)
Formula: C16H23ClN4O13P3W
Source: the OMol25 dataset
Level of theory: ωB97M-V/def2-TZVPD

```
! wB97M-V def2-TZVPD RIJCOSX def2/J DEFGRID3
* xyz 1 1
W -0.846 -1.079 -0.085
C 1.339 -4.606 0.967
C 1.527 -3.880 -0.363
O 2.476 -4.515 -1.212
P 2.336 -2.199 0.008
O 3.193 -1.971 -1.304
O -1.003 -1.103 1.721
O 0.903 -1.203 -0.375
P -0.039 -3.862 -1.296
O 0.335 -2.905 -2.494
O -0.609 -5.170 -1.581
O -0.998 -2.935 -0.337
H 2.303 -4.725 1.462
H 0.896 -5.590 0.806
H 0.679 -4.043 1.632
H 2.202 -5.429 -1.380
H 3.009 -2.585 -2.036
H -1.752 -0.852 2.284
H -0.304 -2.710 -3.214
O -0.805 3.173 0.138
Cl -1.682 2.084 0.217
O -0.772 0.847 -0.265
O -2.739 2.109 -0.716
O -2.071 1.736 1.529
C 4.866 2.475 1.423
N 3.731 3.101 0.747
C 3.151 4.102 1.642
N 2.766 3.573 2.949
C 3.931 2.933 3.555
N 4.533 1.893 2.722
C 3.641 0.746 2.578
P 2.008 1.155 1.777
C 2.737 2.108 0.349
C 1.644 2.644 2.837
H 5.628 3.240 1.582
H 5.283 1.699 0.778
H 2.276 4.545 1.163
H 3.895 4.884 1.800
H 3.644 2.502 4.516
H 4.686 3.702 3.731
H 3.451 0.313 3.564
H 4.143 -0.024 1.985
H 1.928 2.608 -0.191
H 3.199 1.403 -0.349
H 1.360 2.303 3.836
H 0.782 3.172 2.422
O -1.502 -1.647 -4.016
C -2.284 -1.223 -3.214
N -1.998 -0.974 -1.841
C -3.155 -0.800 -1.181
O -3.020 -0.791 0.076
C -4.291 -0.724 -2.091
C -5.637 -0.498 -1.896
C -6.441 -0.504 -3.035
C -5.904 -0.740 -4.296
C -4.541 -0.980 -4.480
C -3.751 -0.959 -3.356
H -6.049 -0.323 -0.912
H -7.503 -0.326 -2.938
H -6.562 -0.739 -5.155
H -4.125 -1.172 -5.460
*
```

The calculation puts the relative energy (zero: lowest compared OMol25 entry of this formula, charge and spin) at 0.6565 eV. The value obtained for the HOMO-LUMO gap is 4.6334 eV. The calculated total energy comes out at -3371.71572 Eh. The largest force on an atom is 0.2 eV Å⁻¹.

(2)
Formula: C5H6F3NO2S
Source: the OMol25 dataset
Level of theory: ωB97M-V/def2-TZVPD

```
! wB97M-V def2-TZVPD RIJCOSX def2/J DEFGRID3
* xyz 0 1
C 1.521 1.679 -0.087
C 0.997 -0.248 1.401
C 1.493 0.150 0.063
C -0.183 -1.588 -0.507
C -2.650 -0.440 -0.413
N 0.485 -0.427 -0.863
O 2.569 2.278 -0.032
O 0.333 2.254 -0.374
F -2.323 0.657 0.265
F -2.835 -0.044 -1.770
F -3.778 -0.990 0.071
S 0.351 -2.050 1.105
H 1.728 -0.435 2.272
H 0.071 0.212 1.863
H 2.517 -0.257 -0.060
H -0.505 -2.457 -1.210
H -0.380 1.834 0.134
H 0.587 -0.128 -1.857
*
```

The calculation puts the relative energy (zero: lowest compared OMol25 entry of this formula, charge and spin) at 2.4819 eV. The value obtained for the HOMO-LUMO gap (spin up / spin down) is 8.6962 / 6.9600 eV. The calculated total energy comes out at -1097.03200 Eh. The largest force on an atom is 4.6 eV Å⁻¹.

Repeat the second record exactly.
Formula: C5H6F3NO2S
Source: the OMol25 dataset
Level of theory: ωB97M-V/def2-TZVPD

```
! wB97M-V def2-TZVPD RIJCOSX def2/J DEFGRID3
* xyz 0 1
C 1.521 1.679 -0.087
C 0.997 -0.248 1.401
C 1.493 0.150 0.063
C -0.183 -1.588 -0.507
C -2.650 -0.440 -0.413
N 0.485 -0.427 -0.863
O 2.569 2.278 -0.032
O 0.333 2.254 -0.374
F -2.323 0.657 0.265
F -2.835 -0.044 -1.770
F -3.778 -0.990 0.071
S 0.351 -2.050 1.105
H 1.728 -0.435 2.272
H 0.071 0.212 1.863
H 2.517 -0.257 -0.060
H -0.505 -2.457 -1.210
H -0.380 1.834 0.134
H 0.587 -0.128 -1.857
*
```

The calculation puts the relative energy (zero: lowest compared OMol25 entry of this formula, charge and spin) at 2.4819 eV. The value obtained for the HOMO-LUMO gap (spin up / spin down) is 8.6962 / 6.9600 eV. The calculated total energy comes out at -1097.03200 Eh. The largest force on an atom is 4.6 eV Å⁻¹.